15
Properties=species:S:1:pos:R:3 method="wB97M-V/def2-TZVPD" total_charge=0 relative_energy_kcal_mol=93.2 homo_lumo_gap_ev=8.510 homo_energy_ev=-7.844
C 1.81 -0.81 0.07
N 0.40 -0.64 0.32
C -0.22 -0.39 1.52
N -1.46 -0.07 1.43
C -1.83 -0.13 0.03
C -1.07 1.32 -0.83
C -0.60 -0.40 -0.62
H 2.29 0.12 -0.27
H 2.30 -1.13 1.00
H 1.97 -1.58 -0.68
H 0.35 -0.49 2.45
H -1.59 1.96 -0.12
H -0.02 1.66 -0.85
H -1.51 1.41 -1.82
H -0.46 -0.72 -1.64